(1)
{
  "formula": "CH4O3S",
  "method": "ωB97M-V with the def2-TZVPD basis set",
  "charge": 0,
  "max_force_ev_per_a": 5.439,
  "e_tot_ev": -18074.1595,
  "e_above_lowest_kcal_mol": 131.2,
  "homo_ev": [-10.30, -10.17],
  "species": ["C", "O", "O", "O", "S", "H", "H", "H", "H"],
  "coordinates": [[-1.424564, -0.009984, 0.130939], [0.645495, -1.643150, -0.507030], [2.487405, 1.111724, 0.043225], [0.668310, 0.845722, -0.101095], [0.364365, -0.626554, 0.479562], [-2.021370, -1.000265, 0.330772], [-1.756914, 0.308322, -0.774776], [-1.575269, 0.762222, 0.903201], [2.612546, 0.251966, -0.504794]],
  "forces_ev_per_angstrom": [[-0.118, -3.097, 4.470], [0.519, -0.473, -0.122], [-2.345, -2.626, -1.267], [2.775, 0.363, 0.219], [-1.769, 1.475, -1.108], [0.978, 1.901, 0.052], [0.127, 1.015, -3.001], [-0.302, -0.565, -0.259], [0.135, 2.007, 1.016]]
}

---

(2)
{
  "formula": "CH4O3S",
  "method": "ωB97M-V with the def2-TZVPD basis set",
  "smiles": "CS(=O)(=O)O",
  "charge": 0,
  "max_force_ev_per_a": 8.364,
  "e_tot_ev": -18077.6060,
  "e_above_lowest_kcal_mol": 51.7,
  "homo_ev": -11.41,
  "species": ["C", "S", "O", "O", "O", "H", "H", "H", "H"],
  "coordinates": [[-0.935297, 0.660650, -0.339790], [0.706723, -0.002161, -0.011142], [1.054005, -0.932353, -1.056231], [1.625344, 1.138820, 0.071038], [0.260932, -1.143124, 1.353317], [-1.278204, -0.128153, -0.992277], [-0.829387, 1.678978, -0.849248], [-1.281894, 0.605454, 0.705377], [0.677780, -1.878109, 1.118958]],
  "forces_ev_per_angstrom": [[1.448, 0.318, 0.822], [0.925, -0.049, -1.485], [-0.131, -0.318, 0.606], [-1.334, -1.897, 1.764], [-2.030, 8.112, -0.165], [-0.826, 0.069, 0.002], [-0.188, -1.560, 1.055], [-0.960, 0.576, -0.793], [3.095, -5.251, -1.806]]
}

---

(3)
{
  "formula": "CH4O4P",
  "method": "ωB97M-V with the def2-TZVPD basis set",
  "charge": -1,
  "max_force_ev_per_a": 2.919,
  "e_tot_ev": -18581.8257,
  "e_above_lowest_kcal_mol": 29.9,
  "homo_ev": -5.25,
  "species": ["C", "O", "O", "O", "O", "P", "H", "H", "H", "H"],
  "coordinates": [[0.803147, -0.351355, 0.307986], [-1.592379, 0.332375, 0.931398], [-0.065706, 2.323606, 0.572899], [0.718772, -1.067165, -1.594087], [0.381325, -1.259358, 1.156928], [-0.548678, 0.992078, 0.135126], [1.908042, -0.221833, 0.404735], [-0.033133, -0.529197, -1.996767], [-0.632247, -0.952993, 1.266929], [-0.939144, 0.733843, -1.185148]],
  "forces_ev_per_angstrom": [[0.391, -0.244, -1.793], [-1.951, -1.638, 1.425], [0.247, 0.307, -0.844], [-1.002, 1.639, 1.554], [-1.648, 0.394, -0.037], [2.048, 0.182, -0.002], [-0.979, 0.062, -0.755], [1.565, -1.121, 0.879], [1.244, -0.492, -0.050], [0.085, 0.913, -0.378]]
}

---

(4)
{
  "formula": "CH4O4PS",
  "method": "ωB97M-V with the def2-TZVPD basis set",
  "charge": -1,
  "max_force_ev_per_a": 5.014,
  "e_tot_ev": -29415.2936,
  "e_above_lowest_kcal_mol": 47.4,
  "homo_ev": -4.71,
  "species": ["C", "O", "O", "O", "O", "P", "S", "H", "H", "H", "H"],
  "coordinates": [[0.506741, -0.547943, -0.028553], [-0.345108, -2.793894, 1.717360], [-1.668490, -1.976443, -0.107958], [-0.726728, -4.195647, -0.111097], [0.570153, -2.238273, -0.502258], [-1.109325, -0.104018, 0.597860], [-0.588157, -2.845394, 0.308015], [0.956579, -0.156751, -0.958913], [1.378813, -0.584507, 0.687904], [-1.525594, 0.402211, -0.628287], [-0.589859, 1.450109, 0.687063]],
  "forces_ev_per_angstrom": [[4.002, -2.852, -0.992], [0.639, 1.122, 1.303], [-2.559, 0.840, -0.662], [-0.184, -1.440, -1.341], [1.291, 3.495, 0.573], [-0.619, 3.036, 0.669], [0.155, -2.668, 0.722], [-0.882, 0.007, 0.372], [-1.359, 0.197, -0.330], [-0.701, -0.263, -0.467], [0.218, -1.474, 0.151]]
}

---

(5)
{
  "formula": "CH4O4Si",
  "method": "ωB97M-V with the def2-TZVPD basis set",
  "charge": 0,
  "max_force_ev_per_a": 4.585,
  "e_tot_ev": -17169.2334,
  "e_above_lowest_kcal_mol": 79.4,
  "homo_ev": [-7.49, -8.54],
  "species": ["C", "O", "O", "O", "O", "Si", "H", "H", "H", "H"],
  "coordinates": [[-1.380492, 2.046574, -0.606041], [-1.010039, 3.164638, -0.338987], [0.956631, -0.498352, 1.901134], [-0.583275, -1.768093, 0.375858], [1.769402, -0.675350, -0.795299], [0.538651, -0.559836, 0.353527], [-2.202437, 1.905113, -1.251063], [1.318458, -1.256746, 2.429527], [-1.017989, -1.939895, -0.418699], [1.611090, -0.418052, -1.649957]],
  "forces_ev_per_angstrom": [[2.847, 2.794, 1.819], [-0.748, -2.667, -0.446], [1.426, -0.761, 1.297], [1.277, 0.280, 1.460], [-0.046, -1.286, 4.401], [-0.689, 0.735, -1.317], [-1.604, -0.643, -1.150], [-0.597, 1.058, -0.927], [-1.163, -0.565, -2.005], [-0.702, 1.055, -3.132]]
}

---

(6)
{
  "formula": "CH4OP2",
  "method": "ωB97M-V with the def2-TZVPD basis set",
  "smiles": "CP=[PH]=O",
  "charge": 0,
  "max_force_ev_per_a": 3.636,
  "e_tot_ev": -21724.6131,
  "e_above_lowest_kcal_mol": 32.2,
  "homo_ev": [-8.80, -8.91],
  "species": ["C", "P", "P", "O", "H", "H", "H", "H"],
  "coordinates": [[0.524564, -0.481514, 1.000267], [-1.044544, 0.440429, 0.755394], [-0.465046, 0.797086, -1.300311], [-1.491944, 1.375254, -2.231602], [0.852768, -1.095371, 0.212469], [0.595525, -0.858995, 2.046060], [1.311577, 0.310988, 0.993674], [-0.282901, -0.487876, -1.475952]],
  "forces_ev_per_angstrom": [[0.957, 2.119, 2.094], [0.403, 0.383, -0.714], [-2.477, 2.431, 1.085], [0.785, 0.084, 0.062], [0.063, -1.484, -0.701], [-0.179, -0.360, -1.039], [-0.435, -0.334, 0.245], [0.882, -2.839, -1.032]]
}

---

Copy entry 1 word for word.
{
  "formula": "CH4O3S",
  "method": "ωB97M-V with the def2-TZVPD basis set",
  "charge": 0,
  "max_force_ev_per_a": 5.439,
  "e_tot_ev": -18074.1595,
  "e_above_lowest_kcal_mol": 131.2,
  "homo_ev": [-10.30, -10.17],
  "species": ["C", "O", "O", "O", "S", "H", "H", "H", "H"],
  "coordinates": [[-1.424564, -0.009984, 0.130939], [0.645495, -1.643150, -0.507030], [2.487405, 1.111724, 0.043225], [0.668310, 0.845722, -0.101095], [0.364365, -0.626554, 0.479562], [-2.021370, -1.000265, 0.330772], [-1.756914, 0.308322, -0.774776], [-1.575269, 0.762222, 0.903201], [2.612546, 0.251966, -0.504794]],
  "forces_ev_per_angstrom": [[-0.118, -3.097, 4.470], [0.519, -0.473, -0.122], [-2.345, -2.626, -1.267], [2.775, 0.363, 0.219], [-1.769, 1.475, -1.108], [0.978, 1.901, 0.052], [0.127, 1.015, -3.001], [-0.302, -0.565, -0.259], [0.135, 2.007, 1.016]]
}

---

Which formula does entry 4 have?
CH4O4PS

---

Please write out number 4 again, unchanged.
{
  "formula": "CH4O4PS",
  "method": "ωB97M-V with the def2-TZVPD basis set",
  "charge": -1,
  "max_force_ev_per_a": 5.014,
  "e_tot_ev": -29415.2936,
  "e_above_lowest_kcal_mol": 47.4,
  "homo_ev": -4.71,
  "species": ["C", "O", "O", "O", "O", "P", "S", "H", "H", "H", "H"],
  "coordinates": [[0.506741, -0.547943, -0.028553], [-0.345108, -2.793894, 1.717360], [-1.668490, -1.976443, -0.107958], [-0.726728, -4.195647, -0.111097], [0.570153, -2.238273, -0.502258], [-1.109325, -0.104018, 0.597860], [-0.588157, -2.845394, 0.308015], [0.956579, -0.156751, -0.958913], [1.378813, -0.584507, 0.687904], [-1.525594, 0.402211, -0.628287], [-0.589859, 1.450109, 0.687063]],
  "forces_ev_per_angstrom": [[4.002, -2.852, -0.992], [0.639, 1.122, 1.303], [-2.559, 0.840, -0.662], [-0.184, -1.440, -1.341], [1.291, 3.495, 0.573], [-0.619, 3.036, 0.669], [0.155, -2.668, 0.722], [-0.882, 0.007, 0.372], [-1.359, 0.197, -0.330], [-0.701, -0.263, -0.467], [0.218, -1.474, 0.151]]
}